[1]
Here is a single C22H25N5O5S molecule in a non-equilibrium geometry from the OMol25 dataset. Energies are from wB97M-V/def2-TZVPD.

Computed properties:
SMILES ... CCCn1nc(C(=O)NNC(=O)c2cccc(S(=O)(=O)NC(C)C)c2)c2ccccc2c1=O
M ... 471.54 Da

Element x y z (Å)
C: -3.32 -0.48 1.47
H: -4.17 0.08 1.03
C: -2.17 -0.28 0.48
C: -1.76 1.02 -0.04
N: -1.15 1.94 1.01
N: -0.11 1.57 1.51
C: 0.36 2.17 2.54
C: -0.39 3.51 2.97
C: 0.04 4.27 4.02
C: -0.78 5.25 4.67
C: -2.25 5.45 3.97
C: -2.55 4.69 2.89
C: -1.52 3.70 2.58
C: -2.34 2.87 1.43
O: -3.26 3.07 0.86
H: -3.55 4.67 2.66
H: -2.62 6.17 4.64
H: -0.46 5.74 5.49
H: 0.91 4.22 4.52
C: 1.62 1.97 2.93
O: 2.42 2.79 3.59
N: 2.16 0.76 2.40
N: 1.67 -0.03 1.55
C: 2.29 -1.36 1.46
O: 3.42 -1.30 1.84
C: 1.69 -2.05 0.52
C: 1.18 -1.67 -0.52
C: 0.22 -2.40 -1.51
C: 0.33 -4.00 -1.19
C: 1.07 -4.40 -0.07
C: 1.70 -3.43 0.62
H: 2.42 -3.82 1.45
H: 1.06 -5.41 0.04
H: -0.10 -4.54 -1.83
S: -0.54 -1.84 -2.79
O: -0.68 -0.31 -2.77
O: -1.82 -2.27 -2.85
N: -0.03 -2.45 -4.07
H: -0.08 -3.26 -4.46
C: 1.28 -1.84 -4.66
C: 2.54 -2.64 -3.85
H: 2.37 -2.88 -2.95
H: 3.56 -2.22 -4.34
H: 2.65 -3.67 -4.39
C: 1.50 -1.61 -6.23
H: 0.68 -0.93 -6.32
H: 1.53 -2.59 -6.42
H: 2.49 -1.07 -6.19
H: 1.40 -0.63 -4.20
H: 0.95 -0.68 -0.96
H: 0.88 0.33 1.14
H: 3.21 0.74 2.78
H: -2.72 1.62 -0.46
H: -1.01 0.90 -0.71
H: -1.23 -0.86 1.11
H: -2.49 -1.14 -0.35
H: -2.96 0.13 2.27
H: -3.52 -1.57 1.65

=====

[2]
Here is a molecular structure, C22H25N9O2Sn from the OMol25 dataset. Energies are from wB97M-V/def2-TZVPD.

Computed properties:
M ... 566.21 Da
Total charge ... +2

Element x y z (Å)
Sn: 0.96 0.84 1.73
N: -0.31 2.23 0.35
C: -0.39 3.64 0.79
C: -0.72 3.65 2.27
N: 0.35 2.96 3.02
C: 1.45 3.84 3.48
C: 2.69 3.81 2.61
N: 3.16 2.44 2.43
H: 0.03 2.16 -0.61
H: -1.23 1.81 0.38
H: -1.12 4.20 0.21
H: 0.58 4.10 0.62
H: -1.65 3.12 2.44
H: -0.84 4.68 2.61
H: -0.07 2.52 3.83
H: 1.70 3.55 4.50
H: 1.11 4.88 3.54
H: 3.42 4.49 3.05
H: 2.46 4.21 1.62
H: 3.43 2.02 3.32
H: 4.00 2.42 1.86
C: -2.45 -2.05 3.79
C: -1.02 -2.06 3.43
N: -0.62 -1.89 2.24
C: -1.56 -1.45 1.27
C: -2.98 -1.37 1.71
N: -3.37 -1.77 2.94
C: -1.05 -1.62 -0.11
C: -1.61 -2.48 -1.03
C: -1.00 -2.59 -2.29
C: 0.12 -1.81 -2.52
C: 0.61 -0.95 -1.54
N: 0.02 -0.86 -0.34
C: 1.82 -0.11 -1.77
C: 2.62 -0.25 -2.89
N: 3.69 0.50 -3.12
C: 3.97 1.42 -2.21
C: 3.19 1.58 -1.07
N: 2.12 0.82 -0.85
C: -1.53 -3.50 -3.32
C: -2.01 -4.76 -2.98
C: -2.48 -5.59 -3.99
N: -2.51 -5.24 -5.27
C: -2.06 -4.03 -5.59
C: -1.56 -3.13 -4.66
H: -2.75 -2.45 4.75
H: -0.30 -2.33 4.19
H: -3.74 -1.00 1.04
H: -2.50 -3.05 -0.79
H: 0.61 -1.89 -3.48
H: 2.41 -1.00 -3.64
H: 4.84 2.05 -2.39
H: 3.43 2.33 -0.33
H: -1.99 -5.12 -1.95
H: -2.84 -6.58 -3.75
H: -2.11 -3.76 -6.64
H: -1.23 -2.15 -4.98
O: -1.23 0.58 2.56
O: -1.93 -0.02 1.51

=====

[3]
Here is a single C22H25NO3 molecule from the OMol25 dataset. Energies are from wB97M-V/def2-TZVPD.

Computed properties:
SMILES ... O=C(COc1ccc(C(=O)c2ccccc2)cc1)NC1CCCCCC1
M ... 351.45 Da

Element x y z (Å)
O: 3.10 2.07 0.81
C: 2.23 1.32 0.44
N: 2.42 0.10 -0.09
H: 1.59 -0.40 -0.36
C: 3.72 -0.51 -0.30
C: 4.45 -0.66 1.04
H: 3.72 -1.03 1.77
H: 4.79 0.31 1.38
C: 5.62 -1.65 0.96
H: 5.75 -2.13 1.93
H: 5.36 -2.44 0.25
C: 6.96 -1.02 0.57
C: 6.88 0.07 -0.50
H: 7.88 0.20 -0.91
C: 5.90 -0.22 -1.64
C: 4.49 0.29 -1.35
H: 3.91 0.29 -2.27
H: 4.56 1.33 -1.00
H: 6.25 0.28 -2.54
H: 5.88 -1.29 -1.85
H: 6.60 1.01 -0.04
H: 7.62 -1.82 0.22
H: 7.42 -0.59 1.46
H: 3.52 -1.52 -0.70
C: 0.76 1.74 0.54
O: -0.10 0.73 0.05
C: -1.44 0.94 0.05
C: -2.07 2.09 0.53
C: -3.45 2.19 0.47
C: -4.22 1.15 -0.03
C: -3.59 0.00 -0.51
C: -2.22 -0.09 -0.48
H: -1.71 -0.97 -0.86
H: -4.17 -0.80 -0.94
C: -5.70 1.32 -0.08
O: -6.20 2.42 -0.17
C: -6.52 0.09 -0.01
C: -7.72 0.04 -0.73
C: -8.52 -1.08 -0.68
C: -8.16 -2.15 0.12
C: -6.99 -2.10 0.86
C: -6.17 -0.99 0.79
H: -5.26 -0.95 1.38
H: -6.71 -2.94 1.49
H: -8.79 -3.03 0.16
H: -9.44 -1.11 -1.24
H: -7.99 0.90 -1.33
H: -3.94 3.08 0.83
H: -1.50 2.91 0.94
H: 0.64 2.67 -0.02
H: 0.55 1.95 1.60

=====

[4]
Here is a molecular structure, C22H26AlBCl2F5Mg2NO8 in a non-equilibrium geometry from the OMol25 dataset. Energies are from wB97M-V/def2-TZVPD.

Computed properties:
M ... 684.75 Da

Element x y z (Å)
C: 7.22 0.14 0.39
C: 6.00 0.37 -0.57
O: 5.78 1.56 -0.91
O: 5.30 -0.74 -0.97
C: 4.65 -1.39 0.17
C: 3.12 -1.10 -0.02
C: 2.16 -2.06 -0.05
C: 0.65 -1.65 -0.29
O: -0.19 -2.35 0.19
C: 0.41 -0.36 -1.11
C: 1.49 0.69 -1.09
C: 1.43 1.94 -1.84
C: 0.24 2.19 -2.65
C: -0.89 1.22 -2.70
B: -2.15 1.64 -3.59
O: -3.05 0.76 -4.15
O: -2.34 3.04 -3.86
C: -0.79 -0.05 -1.92
C: -1.95 -1.07 -1.97
C: -3.01 -0.86 -0.81
C: -2.45 -0.10 0.46
C: -2.44 1.48 0.43
O: -2.88 1.91 1.81
C: -1.78 2.19 2.61
O: -1.62 1.78 3.68
C: 2.73 0.38 -0.19
O: 3.27 1.31 0.34
H: 8.13 0.45 -0.20
H: 7.13 0.71 1.36
H: 7.25 -0.95 0.64
H: 4.84 -2.49 0.15
H: 4.94 -0.94 1.16
H: 2.39 -3.15 0.10
H: 2.27 2.68 -1.80
H: 0.20 3.15 -3.25
H: -2.54 0.05 -4.64
H: -2.09 3.22 -4.78
H: -1.50 -2.11 -1.88
H: -2.51 -1.09 -2.95
H: -3.30 -1.89 -0.45
H: -3.96 -0.38 -1.15
H: -1.41 -0.41 0.76
H: -3.12 -0.40 1.32
H: -1.35 1.82 0.36
H: -3.09 1.96 -0.34
H: -0.94 2.91 2.25
Mg: 0.43 4.94 -2.75
C: -5.05 -5.30 2.77
C: -4.18 -4.09 3.10
C: -4.96 -2.77 3.08
C: -5.45 -2.44 1.74
N: -5.84 -2.18 0.69
H: -5.44 -5.25 1.75
H: -4.46 -6.22 2.84
H: -5.89 -5.38 3.46
H: -3.35 -4.04 2.40
H: -3.76 -4.23 4.09
H: -4.31 -1.97 3.43
H: -5.80 -2.82 3.78
F: 5.70 4.66 0.36
Al: 5.64 4.13 2.03
F: 3.99 3.75 2.46
F: 6.24 5.40 3.06
F: 6.64 2.69 2.21
Cl: -1.64 4.31 -1.46
Mg: -1.08 3.79 0.93
Cl: 5.11 0.85 -2.86
F: -2.80 -1.85 -5.17

=====

[5]
Here is a molecular structure, C22H26AlF13NO4S in a non-equilibrium geometry from the OMol25 dataset. Energies are from wB97M-V/def2-TZVPD.

Computed properties:
M ... 674.48 Da
Total charge ... -1

Element x y z (Å)
C: -0.39 -0.60 -6.67
C: 0.56 -0.41 -5.41
C: -0.36 -0.10 -4.16
C: -0.42 -1.29 -3.11
C: -0.93 -2.65 -3.72
C: -1.56 -3.64 -2.63
C: -0.84 -3.40 -1.27
C: 0.47 -3.77 -1.17
O: 1.16 -4.35 -2.24
C: 1.24 -3.50 0.16
O: 2.05 -4.26 0.63
C: 0.84 -2.14 0.84
C: 1.77 -1.27 1.50
C: 1.37 0.03 2.10
C: 2.51 0.88 2.73
C: 2.10 1.83 3.91
C: 2.17 3.37 3.50
F: 1.29 4.00 4.39
F: 1.69 3.41 2.20
C: 3.63 3.93 3.56
F: 4.29 3.46 2.45
F: 4.36 3.45 4.62
S: 3.82 5.81 3.57
F: 3.22 5.95 5.07
F: 5.35 5.62 4.18
F: 4.50 5.76 2.06
F: 2.40 6.08 2.84
F: 4.08 7.41 3.58
C: -0.03 0.38 1.99
N: -0.52 1.65 2.51
C: -1.39 1.37 3.70
C: -2.77 2.15 3.65
C: -1.04 -0.50 1.31
O: -2.37 -0.12 1.20
C: -0.59 -1.74 0.74
C: -1.53 -2.72 -0.04
O: -2.67 -2.93 0.29
H: -1.34 -1.11 -6.35
H: -0.65 0.41 -7.10
H: 0.11 -1.19 -7.48
H: 1.15 0.53 -5.63
H: 1.26 -1.26 -5.25
H: -1.40 0.22 -4.45
H: 0.12 0.76 -3.62
H: -1.06 -0.91 -2.26
H: 0.63 -1.41 -2.72
H: -0.02 -3.15 -4.16
H: -1.66 -2.42 -4.54
H: -2.67 -3.38 -2.57
H: -1.38 -4.70 -2.95
H: 1.31 -5.29 -2.02
H: 2.85 -1.58 1.57
H: 3.25 0.14 3.14
H: 3.05 1.38 1.89
H: 2.80 1.61 4.77
H: 1.08 1.64 4.32
H: -1.14 2.12 1.84
H: -1.62 0.28 3.82
H: -0.89 1.69 4.66
H: -3.62 1.45 3.45
H: -2.98 2.63 4.65
H: -2.79 2.97 2.89
H: -2.40 0.84 1.03
F: -4.40 -3.20 -3.79
Al: -5.88 -3.88 -3.15
F: -5.86 -3.79 -1.41
F: -6.01 -5.55 -3.64
F: -7.25 -2.99 -3.77

=====

[6]
Here is a molecular structure, C22H26AsN6O10PS2Ti in a non-equilibrium geometry from the OMol25 dataset. Energies are from wB97M-V/def2-TZVPD.

Computed properties:
M ... 752.38 Da

Element x y z (Å)
Ti: -0.33 0.01 0.23
C: 0.98 4.04 -0.98
C: 0.92 2.55 -0.94
N: -0.17 1.91 -0.69
N: -1.29 2.67 -0.46
C: -2.43 2.04 -0.54
N: -3.55 2.76 -0.27
S: -2.56 0.41 -1.12
C: 2.14 1.75 -1.17
C: 3.41 2.29 -1.05
C: 4.51 1.47 -1.27
C: 4.30 0.15 -1.61
C: 2.99 -0.30 -1.72
N: 1.94 0.47 -1.50
H: -0.01 4.43 -1.20
H: 1.70 4.38 -1.73
H: 1.28 4.39 0.01
H: -3.41 3.58 0.29
H: -4.37 2.21 -0.07
H: 3.54 3.33 -0.78
H: 5.51 1.86 -1.17
H: 5.13 -0.52 -1.79
H: 2.77 -1.33 -2.02
O: -2.28 -4.87 -2.44
C: -1.88 -4.10 -3.45
O: -2.01 -4.42 -4.60
C: -1.23 -2.80 -3.09
C: -0.82 -1.87 -4.02
N: -0.25 -0.86 -3.33
N: -0.28 -1.06 -2.03
C: -0.87 -2.24 -1.85
C: -1.02 -2.66 -0.44
O: -1.52 -3.72 -0.12
O: -0.49 -1.79 0.38
H: -2.07 -4.49 -1.56
H: -0.89 -1.89 -5.09
H: 0.14 -0.01 -3.69
O: -0.29 -1.23 3.42
As: 1.11 1.31 2.49
O: 1.39 2.80 1.93
O: 1.22 0.23 1.08
C: -1.25 -0.96 4.34
C: -1.15 -1.35 5.67
C: -2.20 -1.11 6.54
C: -3.35 -0.46 6.11
C: -3.44 -0.03 4.79
C: -2.39 -0.27 3.91
S: -2.61 0.14 2.21
O: -3.67 1.09 2.13
O: -2.79 -1.10 1.53
O: -1.26 0.79 1.74
H: 0.42 -1.75 3.83
H: -0.25 -1.83 6.02
H: -2.12 -1.43 7.57
H: -4.17 -0.29 6.79
H: -4.31 0.50 4.42
C: 3.98 -2.93 1.07
P: 2.19 -2.72 0.63
C: 2.09 -4.11 -0.60
C: 1.51 -3.66 2.07
H: 4.19 -3.96 1.38
H: 4.23 -2.25 1.89
H: 4.61 -2.68 0.22
H: 2.68 -4.96 -0.26
H: 2.45 -3.79 -1.58
H: 1.05 -4.43 -0.70
H: 1.83 -4.71 2.02
H: 0.42 -3.62 2.05
H: 1.88 -3.24 3.00

=====

[7]
Here is a molecular structure, C22H26AsOPPtSe2 from the OMol25 dataset. Energies are from wB97M-V/def2-TZVPD.

Computed properties:
M ... 765.34 Da

Element x y z (Å)
Pt: -0.21 0.00 -0.22
Se: -0.29 1.58 1.66
P: 1.87 1.83 1.34
Se: 2.50 0.34 -0.08
C: 2.78 1.75 2.90
C: 2.29 2.42 4.02
C: 2.97 2.37 5.22
C: 4.15 1.63 5.32
C: 4.64 0.96 4.21
C: 3.95 1.01 3.01
C: 2.18 3.52 0.75
C: 1.48 4.59 1.30
C: 1.74 5.88 0.87
C: 2.68 6.11 -0.12
C: 3.37 5.05 -0.68
C: 3.12 3.75 -0.25
H: 1.36 2.98 3.96
H: 2.59 2.90 6.09
H: 4.68 1.59 6.26
H: 5.55 0.38 4.29
H: 4.32 0.47 2.14
H: 0.73 4.42 2.06
H: 1.19 6.71 1.30
H: 2.87 7.12 -0.47
H: 4.10 5.22 -1.46
H: 3.65 2.91 -0.69
C: -1.64 -2.60 1.97
As: -1.39 -1.95 0.18
C: -3.15 -2.06 -0.60
C: -0.38 -3.40 -0.65
C: -1.15 -4.68 -0.79
C: -1.13 -5.64 0.21
C: -1.87 -6.82 0.09
C: -2.64 -7.04 -1.04
C: -2.66 -6.08 -2.05
C: -1.93 -4.91 -1.93
H: -2.09 -3.59 1.91
H: -2.30 -1.92 2.51
H: -0.68 -2.64 2.48
H: -3.51 -3.09 -0.58
H: -3.09 -1.70 -1.62
H: -3.81 -1.42 -0.02
H: 0.50 -3.53 -0.02
H: -0.07 -2.99 -1.61
H: -0.52 -5.48 1.09
H: -1.83 -7.56 0.88
H: -3.21 -7.95 -1.14
H: -3.25 -6.25 -2.94
H: -1.95 -4.17 -2.72
C: 0.75 -0.59 -2.89
O: -0.38 -0.77 -2.06
H: 0.46 -0.88 -3.90
H: 1.60 -1.21 -2.58
H: 1.09 0.45 -2.91

=====

[8]
Here is a molecular structure, C22H26AuClN7OS in a non-equilibrium geometry from the OMol25 dataset. Energies are from wB97M-V/def2-TZVPD.

Computed properties:
M ... 668.99 Da
Total charge ... +1

Element x y z (Å)
Au: 0.28 -1.46 0.18
C: 1.68 -6.08 3.12
C: 0.22 -5.88 2.76
N: -0.29 -4.57 3.13
C: -0.16 -3.44 2.42
S: 0.51 -3.61 0.80
N: -0.56 -2.33 2.96
N: -0.42 -1.16 2.23
C: -0.84 -0.11 2.86
C: -1.41 -0.18 4.25
C: -0.76 1.24 2.25
C: -1.80 2.14 2.49
C: -1.72 3.40 1.92
C: -0.60 3.72 1.17
C: 0.39 2.76 1.02
N: 0.31 1.54 1.53
H: 2.00 -7.09 2.85
H: 1.84 -5.95 4.19
H: 2.32 -5.37 2.59
H: -0.41 -6.62 3.27
H: 0.05 -6.03 1.69
H: -0.62 -4.43 4.07
H: -1.03 -1.03 4.78
H: -2.50 -0.28 4.19
H: -1.19 0.74 4.78
H: -2.65 1.87 3.09
H: -2.51 4.12 2.07
H: -0.47 4.70 0.73
H: 1.30 2.98 0.46
Cl: 0.11 2.48 -5.77
C: 0.18 1.91 -4.13
C: -1.11 1.11 -3.69
C: -0.96 -0.10 -2.77
C: 0.43 -0.50 -2.31
C: 0.66 -1.90 -1.80
C: 1.70 0.28 -2.71
C: 1.53 1.58 -3.49
H: -1.86 1.02 -4.47
H: -1.65 -0.93 -2.93
H: 1.67 -2.29 -1.93
H: -0.08 -2.63 -2.12
H: 2.54 -0.33 -3.04
H: 2.38 1.76 -4.15
C: 2.22 3.76 -2.42
N: 1.29 2.64 -2.44
C: -0.06 2.90 -2.99
C: -1.24 2.07 -2.46
C: -1.10 0.84 -1.51
N: 0.29 0.30 -1.01
C: 1.75 0.76 -1.24
O: 2.59 0.96 -0.44
N: -2.05 0.80 -0.49
H: 2.27 4.28 -3.38
H: 3.21 3.38 -2.16
H: 1.91 4.46 -1.64
H: -0.28 3.94 -3.22
H: -2.16 2.64 -2.29
H: -2.89 1.34 -0.67
H: -2.29 -0.13 -0.15

=====

no.,frontier orbital gap (eV),E_LUMO (Eh),E (eV)
1,6.67,-0.0404,-51721.967
2,6.43,-0.2781,-46538.696
3,9.17,0.0053,-30853.047
4,1.85,-0.1961,-97898.024
5,8.06,0.0291,-85681.488
6,7.25,-0.0281,-167568.437
7,7.38,0.0019,-229351.271
8,7.68,-0.1211,-62753.914